Record 1
Below is 12 unconnected molecules or ions with the total composition C80H96O16 in a non-equilibrium geometry, with properties calculated with wB97M-V/def2-TZVPD.

## Properties
relative energy (zero: lowest compared OMol25 entry of this formula, charge and spin)	0.0	kcal per mole
E_tot	-117275.60594	eV
HOMO level	-9.179	eV
max |F|	4.2	eV/Å
SMILES	O=C1c2ccccc2C(=O)c2ccccc21.O=C1c2ccccc2C(=O)c2ccccc21.O=C1c2ccccc2C(=O)c2ccccc21.O=C1c2ccccc2C(=O)c2ccccc21.CC(C)O.CC(C)O.CC(C)O.CC(C)O.CC(C)O.CC(C)O.CC(C)O.CC(C)O

Geometry as ORCA input:
```
! RIJCOSX wB97M-V def2-TZVPD def2/J DEFGRID3
* xyz 0 1
O 15.800 29.623 19.499
C 15.474 29.154 18.430
C 14.275 29.703 17.657
C 13.707 30.844 18.063
C 12.720 31.402 17.258
C 12.263 30.862 16.113
C 12.875 29.692 15.612
C 13.847 29.077 16.446
C 14.568 27.822 15.951
O 14.185 27.414 14.860
C 15.665 27.230 16.720
C 16.199 25.986 16.339
C 17.277 25.548 17.094
C 17.746 26.249 18.183
C 17.126 27.412 18.669
C 16.190 27.948 17.871
H 14.172 31.240 18.975
H 12.236 32.286 17.684
H 11.458 31.289 15.594
H 12.597 29.289 14.652
H 15.908 25.382 15.493
H 17.841 24.694 16.843
H 18.645 25.951 18.693
H 17.511 27.867 19.600
O 18.060 22.615 18.309
C 18.428 21.777 19.157
C 19.155 20.508 18.708
C 19.494 20.392 17.347
C 20.210 19.306 16.922
C 20.670 18.337 17.830
C 20.283 18.368 19.162
C 19.534 19.552 19.611
C 19.308 19.811 21.088
O 19.629 18.983 21.888
C 18.749 21.120 21.549
C 18.631 21.325 22.910
C 17.909 22.403 23.337
C 17.295 23.269 22.423
C 17.546 23.164 21.065
C 18.260 22.031 20.599
H 19.266 21.155 16.665
H 20.493 19.124 15.878
H 21.363 17.548 17.493
H 20.667 17.671 19.941
H 18.992 20.539 23.597
H 17.633 22.580 24.400
H 16.846 24.286 22.722
H 17.116 23.876 20.343
O 16.836 17.533 16.512
C 16.476 18.377 17.327
C 16.028 19.670 16.828
C 16.467 20.070 15.522
C 16.014 21.333 15.041
C 15.246 22.172 15.841
C 14.943 21.867 17.144
C 15.396 20.610 17.667
C 15.402 20.411 19.143
O 15.012 21.282 19.896
C 15.955 19.141 19.628
C 16.028 18.952 21.009
C 16.414 17.784 21.574
C 16.652 16.749 20.711
C 16.635 16.885 19.339
C 16.241 18.101 18.797
H 16.982 19.315 14.948
H 16.318 21.641 14.047
H 14.886 23.072 15.290
H 14.497 22.484 17.895
H 15.827 19.906 21.538
H 16.559 17.668 22.637
H 16.887 15.811 21.193
H 16.906 16.143 18.619
O 13.416 16.247 18.761
C 13.376 16.249 19.951
C 12.787 17.394 20.684
C 12.344 18.489 19.993
C 12.085 19.727 20.608
C 12.156 19.805 22.042
C 12.549 18.680 22.768
C 12.803 17.471 22.078
C 13.384 16.348 22.847
O 13.525 16.428 24.030
C 13.968 15.206 22.166
C 14.525 14.138 22.945
C 15.136 13.095 22.281
C 15.193 13.058 20.879
C 14.610 14.073 20.142
C 13.951 15.122 20.784
H 12.467 18.541 18.950
H 11.768 20.568 20.040
H 11.850 20.662 22.669
H 12.698 18.616 23.821
H 14.502 14.174 24.024
H 15.577 12.305 22.783
H 15.660 12.162 20.439
H 14.699 14.287 19.124
C 11.039 18.369 14.275
C 11.984 17.572 15.109
C 13.298 17.296 14.365
O 12.154 18.413 16.303
H 10.097 18.576 14.765
H 10.819 17.924 13.304
H 11.505 19.334 14.162
H 11.488 16.685 15.484
H 13.198 16.429 13.714
H 13.969 16.936 15.133
H 13.697 18.191 13.829
H 12.884 18.000 16.825
C 14.497 22.109 24.863
C 14.855 20.770 25.528
C 13.662 20.061 26.185
O 15.591 19.906 24.637
H 13.782 21.828 24.102
H 15.373 22.611 24.398
H 13.873 22.732 25.430
H 15.574 20.969 26.325
H 13.960 18.998 26.318
H 12.862 20.088 25.387
H 13.136 20.484 27.079
H 15.033 19.676 23.895
C 19.358 21.493 14.043
C 19.362 21.101 12.576
C 19.902 19.682 12.269
O 18.053 21.131 12.051
H 18.949 20.688 14.618
H 18.800 22.427 14.259
H 20.384 21.707 14.434
H 19.910 21.779 11.988
H 20.617 19.411 13.023
H 20.295 19.659 11.254
H 19.073 18.954 12.254
H 17.900 22.000 11.671
C 19.520 11.705 19.283
C 20.455 11.933 18.021
C 19.981 13.268 17.313
O 21.848 12.074 18.219
H 18.519 11.897 18.900
H 19.750 12.427 20.082
H 19.548 10.699 19.719
H 20.265 11.050 17.469
H 20.440 14.118 17.862
H 18.946 13.345 17.202
H 20.522 13.127 16.313
H 21.954 13.067 18.173
C 15.921 18.173 11.650
C 15.272 19.351 10.913
C 13.810 19.159 10.869
O 15.498 20.528 11.691
H 16.999 18.309 11.557
H 15.667 17.175 11.173
H 15.714 18.145 12.755
H 15.696 19.476 9.945
H 13.348 19.947 10.214
H 13.381 19.365 11.806
H 13.550 18.158 10.487
H 16.371 20.471 12.089
C 10.465 24.739 14.458
C 11.576 25.655 14.995
C 10.997 26.795 15.798
O 12.619 24.855 15.657
H 9.901 24.349 15.344
H 10.952 23.904 13.949
H 9.854 25.367 13.791
H 12.001 26.019 14.044
H 11.849 27.176 16.305
H 10.284 26.448 16.575
H 10.617 27.580 15.124
H 13.401 25.333 15.425
C 12.565 23.480 19.341
C 11.355 24.045 20.118
C 10.505 25.006 19.292
O 10.501 22.928 20.520
H 12.285 23.073 18.361
H 13.031 22.661 19.912
H 13.304 24.276 19.289
H 11.689 24.498 21.052
H 10.283 24.446 18.379
H 11.035 25.914 19.041
H 9.568 25.219 19.848
H 9.789 23.290 21.051
C 14.327 25.272 11.439
C 13.833 24.130 12.266
C 12.593 23.407 11.568
O 14.966 23.280 12.535
H 15.283 25.651 11.706
H 13.632 26.069 11.506
H 14.388 24.896 10.398
H 13.427 24.467 13.184
H 12.792 23.077 10.571
H 11.690 23.967 11.727
H 12.397 22.561 12.205
H 14.740 22.340 12.281
*
```



Record 2
Below is 9 unconnected molecules or ions with the total composition C81H171N9O9 in a non-equilibrium geometry, with properties calculated with wB97M-V/def2-TZVPD.

## Properties
relative energy (zero: lowest compared OMol25 entry of this formula, charge and spin)	33.6	kcal per mole
E_tot	-118598.98259	eV
HOMO level	-8.329	eV
max |F|	3.8	eV/Å
SMILES	CC1(C)CCCC(C)(C)N1O.CC1(C)CCCC(C)(C)N1O.CC1(C)CCCC(C)(C)N1O.CC1(C)CCCC(C)(C)N1O.CC1(C)CCCC(C)(C)N1O.CC1(C)CCCC(C)(C)N1O.CC1(C)CCCC(C)(C)N1O.CC1(C)CCCC(C)(C)N1O.CC1(C)CCCC(C)(C)N1O

Geometry as ORCA input:
```
! RIJCOSX wB97M-V def2-TZVPD def2/J DEFGRID3
* xyz 0 1
C -0.622 -5.387 -0.099
C -1.675 -5.370 0.963
C -2.478 -6.659 0.812
C -0.979 -5.256 2.302
C -2.002 -4.883 3.426
C -2.626 -3.577 3.050
C -3.421 -3.635 1.737
C -4.630 -4.545 1.835
C -3.951 -2.255 1.244
N -2.436 -4.112 0.740
O -3.089 -4.304 -0.520
H 0.144 -6.121 0.165
H -1.008 -5.695 -1.079
H -0.124 -4.428 -0.214
H -3.055 -6.910 1.701
H -3.082 -6.644 -0.091
H -1.719 -7.448 0.664
H -0.447 -6.190 2.528
H -0.226 -4.478 2.166
H -2.740 -5.669 3.596
H -1.451 -4.846 4.389
H -1.809 -2.838 2.933
H -3.238 -3.165 3.875
H -5.068 -4.691 0.853
H -5.380 -4.021 2.439
H -4.436 -5.542 2.249
H -4.609 -2.394 0.373
H -3.123 -1.598 0.962
H -4.540 -1.787 2.041
H -2.981 -3.475 -1.000
C 2.842 5.597 -2.138
C 3.675 5.844 -0.864
C 4.982 6.468 -1.568
C 3.027 6.691 0.185
C 3.929 6.812 1.383
C 4.140 5.406 1.937
C 4.762 4.478 0.934
C 6.287 4.669 0.653
C 4.682 2.985 1.427
N 3.959 4.535 -0.283
O 4.600 3.716 -1.199
H 3.436 5.204 -2.967
H 1.987 4.931 -1.938
H 2.415 6.567 -2.408
H 5.377 5.666 -2.186
H 4.656 7.253 -2.247
H 5.781 6.918 -0.968
H 2.793 7.621 -0.332
H 2.078 6.220 0.513
H 4.915 7.203 1.065
H 3.509 7.468 2.149
H 3.154 4.972 2.178
H 4.713 5.350 2.868
H 6.684 4.108 -0.191
H 6.837 4.331 1.539
H 6.529 5.740 0.565
H 5.335 2.320 0.861
H 3.645 2.638 1.452
H 5.009 2.988 2.481
H 3.941 3.073 -1.498
C -0.409 -1.787 5.554
C -1.339 -1.074 6.536
C -0.469 -0.162 7.418
C -2.469 -0.448 5.775
C -3.481 -0.027 6.839
C -4.092 -1.279 7.523
C -3.025 -1.993 8.333
C -2.529 -1.303 9.650
C -3.512 -3.368 8.853
N -1.957 -2.218 7.307
O -0.874 -2.736 8.099
H 0.519 -1.209 5.492
H -0.131 -2.782 5.870
H -0.858 -1.869 4.563
H 0.292 -0.779 7.903
H 0.062 0.518 6.738
H -1.024 0.413 8.158
H -2.056 0.345 5.140
H -2.929 -1.179 5.118
H -3.055 0.642 7.610
H -4.251 0.523 6.320
H -4.489 -1.945 6.762
H -4.917 -1.047 8.199
H -2.259 -0.251 9.497
H -1.585 -1.765 9.970
H -3.303 -1.354 10.418
H -2.773 -3.861 9.498
H -3.746 -4.118 8.085
H -4.462 -3.182 9.376
H -0.600 -3.596 7.748
C 1.591 3.418 -6.952
C 1.774 1.912 -6.720
C 0.739 1.592 -5.620
C 1.398 1.059 -7.917
C 1.754 -0.425 -7.627
C 3.224 -0.492 -7.288
C 3.695 0.369 -6.086
C 3.280 -0.357 -4.783
C 5.162 0.613 -6.110
N 3.159 1.750 -6.329
O 3.491 2.509 -5.158
H 1.592 3.948 -6.002
H 2.428 3.822 -7.527
H 0.657 3.579 -7.486
H -0.250 1.947 -5.947
H 0.613 0.535 -5.393
H 0.955 2.131 -4.676
H 0.397 1.312 -8.238
H 2.053 1.395 -8.761
H 1.238 -0.935 -6.812
H 1.473 -1.027 -8.504
H 3.810 -0.175 -8.153
H 3.591 -1.500 -7.050
H 2.207 -0.468 -4.605
H 3.801 0.072 -3.921
H 3.736 -1.344 -4.923
H 5.704 -0.332 -6.072
H 5.466 1.294 -5.308
H 5.419 1.068 -7.070
H 3.095 2.083 -4.361
C -2.275 6.886 2.977
C -3.326 6.017 2.338
C -4.656 6.785 2.156
C -2.744 5.413 1.091
C -3.594 4.294 0.522
C -3.613 3.205 1.579
C -4.219 3.692 2.936
C -5.770 3.951 2.865
C -4.048 2.683 4.042
N -3.446 4.880 3.297
O -4.003 5.401 4.511
H -1.894 7.627 2.250
H -2.674 7.395 3.859
H -1.420 6.288 3.300
H -5.394 6.268 1.548
H -5.049 6.983 3.150
H -4.391 7.720 1.635
H -2.687 6.254 0.393
H -1.725 5.045 1.234
H -4.585 4.686 0.321
H -3.188 3.934 -0.422
H -2.576 2.871 1.752
H -4.180 2.316 1.295
H -6.071 4.490 1.958
H -6.118 4.583 3.700
H -6.264 2.975 2.946
H -4.502 1.761 3.686
H -4.641 3.008 4.903
H -3.027 2.516 4.409
H -3.320 5.315 5.184
C -1.882 -4.581 -7.702
C -1.229 -5.594 -6.748
C -2.167 -6.783 -6.605
C 0.110 -6.094 -7.433
C 1.151 -5.025 -7.210
C 1.361 -4.837 -5.731
C 0.236 -4.148 -5.124
C 0.292 -4.141 -3.627
C -0.131 -2.737 -5.653
N -0.891 -5.125 -5.381
O -2.066 -4.483 -4.938
H -1.284 -3.698 -7.957
H -2.135 -5.086 -8.650
H -2.841 -4.285 -7.277
H -2.250 -7.376 -7.514
H -1.775 -7.419 -5.806
H -3.186 -6.451 -6.337
H 0.486 -6.954 -6.842
H 0.042 -6.395 -8.486
H 2.120 -5.296 -7.642
H 0.879 -4.074 -7.680
H 2.250 -4.262 -5.471
H 1.421 -5.832 -5.258
H 1.160 -3.548 -3.323
H 0.360 -5.170 -3.269
H -0.591 -3.669 -3.195
H 0.723 -2.095 -5.390
H -1.059 -2.401 -5.173
H -0.303 -2.637 -6.738
H -2.513 -5.143 -4.386
C 7.830 -0.521 3.431
C 6.491 -1.292 3.627
C 5.616 -0.953 2.437
C 6.897 -2.790 3.648
C 5.655 -3.584 4.044
C 5.256 -3.150 5.440
C 4.824 -1.624 5.530
C 3.460 -1.285 4.942
C 4.817 -1.312 7.100
N 5.987 -0.967 4.971
O 5.678 0.378 4.872
H 8.255 -0.943 2.515
H 7.695 0.567 3.312
H 8.541 -0.700 4.253
H 4.760 -1.582 2.205
H 5.273 0.078 2.495
H 6.308 -1.064 1.583
H 7.187 -2.966 2.619
H 7.778 -2.998 4.253
H 4.878 -3.403 3.292
H 5.719 -4.679 4.044
H 6.117 -3.297 6.124
H 4.451 -3.730 5.919
H 3.235 -1.854 4.028
H 3.485 -0.226 4.653
H 2.668 -1.419 5.687
H 4.098 -1.938 7.643
H 4.418 -0.280 7.241
H 5.829 -1.398 7.523
H 6.264 0.816 5.482
C -2.625 -0.636 -3.366
C -3.774 0.397 -3.390
C -4.812 -0.230 -2.369
C -3.262 1.770 -3.053
C -4.327 2.829 -3.229
C -4.757 2.803 -4.642
C -5.292 1.452 -5.108
C -6.637 1.160 -4.436
C -5.390 1.462 -6.625
N -4.231 0.451 -4.771
O -4.760 -0.844 -5.068
H -3.038 -1.633 -3.555
H -1.823 -0.382 -4.068
H -2.194 -0.679 -2.354
H -4.314 -0.610 -1.468
H -5.547 0.481 -1.982
H -5.268 -1.107 -2.852
H -2.967 1.706 -1.993
H -2.335 1.980 -3.602
H -5.154 2.574 -2.574
H -3.864 3.771 -2.876
H -3.853 3.066 -5.202
H -5.531 3.539 -4.872
H -7.417 1.718 -4.936
H -6.653 1.531 -3.413
H -6.911 0.117 -4.500
H -5.898 2.356 -6.981
H -5.935 0.579 -6.963
H -4.386 1.471 -7.030
H -4.242 -1.109 -5.845
C 0.609 1.667 2.872
C 0.464 0.983 1.491
C -0.730 -0.029 1.696
C 0.211 2.100 0.424
C 0.280 1.529 -1.003
C 1.635 0.884 -1.207
C 1.968 -0.185 -0.200
C 1.157 -1.504 -0.403
C 3.466 -0.573 -0.271
N 1.759 0.395 1.121
O 2.001 -0.619 2.111
H 0.681 0.945 3.691
H 1.448 2.364 2.945
H -0.336 2.196 3.032
H -1.220 -0.398 0.791
H -0.401 -0.905 2.264
H -1.521 0.486 2.247
H -0.827 2.405 0.606
H 0.886 2.949 0.607
H -0.500 0.766 -1.092
H 0.066 2.270 -1.760
H 2.362 1.708 -1.083
H 1.738 0.416 -2.198
H 1.089 -2.073 0.534
H 1.585 -2.159 -1.178
H 0.155 -1.256 -0.750
H 4.115 0.272 -0.006
H 3.704 -0.930 -1.277
H 3.718 -1.361 0.462
H 2.869 -0.424 2.473
*
```